a:
{
  "formula": "C5H6OS",
  "method": "wB97M-V/def2-TZVPD",
  "symbols": ["C", "C", "O", "C", "C", "C", "S", "H", "H", "H", "H", "H", "H"],
  "coordinates": [[-2.454, 1.028, -0.527], [-2.621, -0.080, 0.148], [-1.665, -1.108, -0.096], [-0.330, -0.853, 0.161], [0.099, 0.387, 0.604], [1.531, 0.723, 0.361], [2.692, -0.127, -0.272], [-3.368, 1.770, -0.499], [-1.714, 1.340, -1.262], [-3.450, -0.653, 0.726], [0.292, -1.665, -0.196], [-0.585, 1.065, 1.246], [1.730, 1.821, 0.639]],
  "smiles": "C=CO/C=C/C=S",
  "spin_multiplicity": 1,
  "gap_ha": 0.297,
  "charge": 0,
  "e_lumo_ev": -0.321
}

=====

b:
{
  "formula": "C5H6OS",
  "method": "wB97M-V/def2-TZVPD",
  "symbols": ["C", "C", "C", "C", "O", "C", "S", "H", "H", "H", "H", "H", "H"],
  "coordinates": [[-0.178, 1.416, -0.471], [-0.193, 0.279, 0.550], [1.179, -0.458, 0.470], [0.872, -1.587, -0.178], [-0.519, -1.825, -0.219], [-1.184, -0.651, 0.155], [-2.852, -0.538, 0.092], [0.823, 1.958, -0.327], [-0.128, 0.946, -1.434], [-1.047, 2.007, -0.316], [-0.425, 0.742, 1.509], [2.120, -0.002, 0.747], [1.531, -2.289, -0.575]],
  "smiles": "C[C@@H]1C=COC1=S",
  "spin_multiplicity": 1,
  "gap_ha": 0.328,
  "charge": 0,
  "e_lumo_ev": 0.119
}

=====

Relative energies, in eV, with the most stable structure set to zero: a 2.005; b 0.000.

=====

a:
{
  "formula": "C5H6OS",
  "method": "wB97M-V/def2-TZVPD",
  "symbols": ["C", "C", "C", "C", "O", "C", "S", "H", "H", "H", "H", "H", "H"],
  "coordinates": [[-1.589, 1.468, -0.102], [-0.659, 0.474, -0.108], [-0.807, -0.824, -0.750], [0.017, -1.725, -0.219], [0.866, -1.159, 0.646], [0.598, 0.247, 0.581], [2.666, 0.429, -0.215], [-2.545, 1.387, -0.603], [-1.314, 2.463, 0.258], [-1.689, -1.225, -1.279], [0.239, -2.687, -0.586], [0.861, 0.964, 1.367], [3.356, 0.188, 1.010]],
  "smiles": "C=C1C=CO[C@H]1S",
  "spin_multiplicity": 1,
  "gap_ha": 0.274,
  "charge": 0,
  "e_lumo_ev": -0.675
}

=====

b:
{
  "formula": "C5H6OS",
  "method": "wB97M-V/def2-TZVPD",
  "symbols": ["C", "C", "O", "C", "C", "C", "S", "H", "H", "H", "H", "H", "H"],
  "coordinates": [[2.025, -0.600, -0.620], [2.027, 0.401, 0.155], [0.883, 1.382, 0.058], [-0.368, 0.970, -0.163], [-1.045, -0.274, 0.055], [-2.527, -0.408, 0.326], [-3.857, 0.398, -0.288], [2.801, -1.452, -0.234], [1.449, -0.706, -1.618], [2.542, 0.482, 1.228], [-0.902, 1.903, -0.618], [-0.339, -0.999, 0.305], [-2.688, -1.098, 1.415]],
  "smiles": "C=CO/C=C/C=S",
  "spin_multiplicity": 1,
  "gap_ha": 0.298,
  "charge": 0,
  "e_lumo_ev": -0.353
}

=====

Relative energies, in eV, with the most stable structure set to zero: a 0.000; b 1.183.

=====

a:
{
  "formula": "C5H7N3",
  "method": "wB97M-V/def2-TZVPD",
  "symbols": ["N", "C", "C", "C", "C", "C", "N", "N", "H", "H", "H", "H", "H", "H", "H"],
  "coordinates": [[0.259, -1.133, -2.253], [0.300, -0.535, -0.968], [0.916, -1.251, 0.078], [0.771, -0.869, 1.328], [-0.032, 0.222, 1.577], [-0.569, 0.962, 0.445], [-1.440, 2.078, 0.486], [-0.359, 0.560, -0.790], [0.295, -0.395, -2.994], [0.794, -1.921, -2.447], [1.334, -2.148, -0.239], [1.448, -1.372, 2.123], [-0.240, 0.642, 2.543], [-1.927, 2.539, -0.190], [-1.549, 2.622, 1.303]],
  "smiles": "Nc1cccc(N)n1",
  "spin_multiplicity": 1,
  "gap_ha": 0.327,
  "charge": 0,
  "e_lumo_ev": 1.167
}

=====

b:
{
  "formula": "C5H7N3",
  "method": "wB97M-V/def2-TZVPD",
  "symbols": ["C", "C", "C", "C", "C", "N", "N", "N", "H", "H", "H", "H", "H", "H", "H"],
  "coordinates": [[1.506, -1.372, -0.645], [1.754, 1.316, 0.162], [-0.773, -0.107, 1.308], [0.827, 0.591, -0.667], [-0.576, 0.451, -0.113], [1.774, -2.469, -0.680], [2.471, 1.875, 0.866], [-1.424, -0.220, -1.104], [-1.708, -0.492, 1.536], [-0.171, -1.066, 1.394], [-0.483, 0.725, 1.988], [0.834, 0.781, -1.798], [-1.028, 1.554, 0.107], [-0.807, -0.823, -1.621], [-2.195, -0.746, -0.732]],
  "spin_multiplicity": 1,
  "gap_ha": 0.332,
  "charge": 0,
  "e_lumo_ev": -1.115
}

=====

Relative energies, in eV, with the most stable structure set to zero: a 0.000; b 3.300.

=====

a:
{
  "formula": "C5H7N3",
  "method": "wB97M-V/def2-TZVPD",
  "symbols": ["C", "N", "C", "C", "N", "C", "C", "N", "H", "H", "H", "H", "H", "H", "H"],
  "coordinates": [[1.389, 1.023, 0.147], [2.326, 0.180, 0.202], [1.726, -1.067, -0.100], [0.237, -0.773, -0.366], [-0.721, -1.295, 0.106], [-1.859, -0.413, 0.183], [-1.179, 0.910, -0.130], [0.235, 0.607, -0.413], [1.457, 2.087, 0.395], [1.913, -1.881, 0.620], [2.323, -1.510, -0.895], [-2.582, -0.752, -0.509], [-2.353, -0.299, 1.211], [-1.534, 1.457, -1.081], [-1.378, 1.724, 0.630]],
  "smiles": "C1=NCC2=NCCN12",
  "spin_multiplicity": 1,
  "gap_ha": 0.351,
  "charge": 0,
  "e_lumo_ev": 0.888
}

=====

b:
{
  "formula": "C5H7N3",
  "method": "wB97M-V/def2-TZVPD",
  "symbols": ["C", "C", "C", "C", "N", "N", "N", "C", "H", "H", "H", "H", "H", "H", "H"],
  "coordinates": [[-1.961, 0.177, -0.858], [-0.485, 0.535, -0.638], [0.748, -0.451, -1.051], [1.143, -0.316, 0.420], [1.839, -0.563, 1.555], [1.163, 0.036, 2.596], [0.112, 0.682, 2.127], [0.122, 0.529, 0.782], [-2.607, 0.943, -0.355], [-2.178, 0.221, -1.910], [-2.274, -0.807, -0.404], [-0.307, 1.517, -1.101], [1.476, 0.114, -1.641], [0.590, -1.479, -1.292], [2.618, -1.137, 1.770]],
  "smiles": "C[C@@H]1Cc2[nH]nnc21",
  "spin_multiplicity": 1,
  "gap_ha": 0.362,
  "charge": 0,
  "e_lumo_ev": 0.801
}

=====

c:
{
  "formula": "C5H7N3",
  "method": "wB97M-V/def2-TZVPD",
  "symbols": ["C", "C", "C", "C", "C", "N", "N", "N", "H", "H", "H", "H", "H", "H", "H"],
  "coordinates": [[2.475, -0.091, 0.303], [0.313, -2.146, -0.196], [-1.220, -0.431, 0.366], [1.265, -0.269, 0.915], [0.298, 1.208, -0.553], [3.444, -0.023, -0.290], [-0.787, -1.600, -0.356], [0.082, 0.345, 0.632], [0.487, -3.083, -0.645], [-1.828, 0.241, -0.232], [-1.747, -0.702, 1.308], [1.327, -0.677, 1.916], [1.175, 1.929, -0.231], [0.748, 0.652, -1.379], [-0.591, 1.596, -0.903]],
  "spin_multiplicity": 1,
  "gap_ha": [0.296, 0.296],
  "charge": 0,
  "e_lumo_ev": [-0.151, -0.150]
}

=====

Relative energies, in eV, with the most stable structure set to zero: a 0.000; b 0.871; c 2.224.